1.
The following is a DFT calculation (ωB97M-V/def2-TZVPD) of a molecular structure, C46H57BN8OPS3W.

Geometry as XYZ:
```
118
Properties=species:S:1:pos:R:3:forces:R:3:mulliken_spin:R:1
W 0.1296 0.5646 -0.5148 0.26 0.38 1.85 1.603
C 1.7934 -3.5913 0.4636 -0.12 -0.01 0.09 -0.002
C 1.5050 -3.9227 1.9259 -0.05 -0.66 -0.63 0.004
C 0.1839 -4.6788 2.0705 0.11 0.08 0.06 -0.001
C 2.6550 -4.7742 2.4621 -0.10 0.12 0.02 0.000
N 1.4065 -2.6686 2.7015 -0.11 0.70 0.12 -0.007
C 2.0249 -2.4719 3.9040 0.14 0.43 0.59 -0.002
C 1.6617 -1.2498 4.3615 0.31 -0.42 0.16 0.005
N 0.8172 -0.6864 3.4510 0.02 -0.51 -0.17 0.033
B 0.1550 0.6701 3.7527 0.00 -0.08 -0.57 0.010
N 1.0099 1.8404 3.2106 0.53 0.29 -0.03 0.001
C 1.1208 2.9746 3.9667 0.22 0.36 0.05 0.011
C 2.0998 3.7457 3.4405 -0.44 0.12 0.52 -0.002
N 2.5990 3.0968 2.3464 -0.63 -0.41 0.19 -0.007
C 1.9013 1.9507 2.2116 -0.27 -0.35 -0.01 0.012
S 2.1210 0.8028 0.9308 0.16 -0.38 -0.55 -0.027
C 3.7743 3.5415 1.5680 0.58 0.07 -0.46 0.009
C 3.4117 3.6094 0.0791 0.12 0.06 0.01 -0.005
C 4.2016 4.9263 2.0439 -0.10 -0.10 0.02 0.000
C 4.9108 2.5482 1.8142 -0.07 0.08 0.02 -0.001
N -1.3135 0.7375 3.2674 -0.45 0.34 -0.11 0.000
C -2.3363 0.2830 4.0479 -0.47 -0.08 0.10 -0.002
C -3.5072 0.7095 3.5124 0.09 -0.36 0.53 -0.002
N -3.2114 1.4350 2.3961 0.65 -0.28 0.19 -0.003
C -1.8702 1.4133 2.2537 0.32 -0.03 -0.09 0.047
S -0.9792 2.1884 0.9968 0.38 -0.03 -0.81 0.022
C -4.1877 2.1667 1.5629 -0.33 0.43 -0.58 0.013
C -4.0281 1.6839 0.1186 -0.03 0.07 -0.02 -0.006
C -3.9182 3.6668 1.6990 0.00 -0.12 0.03 -0.001
C -5.6091 1.8611 2.0292 0.21 -0.04 0.03 0.000
C 0.6790 -1.5603 2.4429 -0.15 0.46 -0.21 0.000
S -0.4194 -1.3050 1.1202 -0.45 0.30 -0.82 0.043
H 1.9588 -4.5133 -0.0855 0.05 -0.13 -0.03 0.000
H 2.6885 -2.9786 0.3810 0.12 0.10 -0.04 0.001
H 0.9581 -3.0729 0.0033 0.10 -0.08 -0.02 -0.006
H 0.2157 -5.5818 1.4674 -0.01 -0.09 -0.08 0.000
H -0.6573 -4.0671 1.7512 -0.07 0.03 -0.05 0.002
H 0.0234 -4.9721 3.1046 -0.04 -0.03 0.13 0.000
H 2.7909 -5.6307 1.8073 -0.06 -0.03 -0.06 0.000
H 2.4504 -5.1638 3.4556 0.03 0.00 0.12 0.000
H 3.5871 -4.2134 2.4667 0.12 0.00 0.03 0.000
H 2.6628 -3.1889 4.3737 0.09 -0.19 -0.02 0.000
H 1.9184 -0.7572 5.2750 0.08 0.11 0.21 0.001
H 0.1324 0.7821 4.9293 -0.02 0.03 0.29 0.000
H 0.5116 3.1335 4.8308 -0.10 0.05 0.22 0.000
H 2.4544 4.6914 3.7847 0.16 0.18 0.02 0.000
H 2.3655 3.8916 -0.0464 -0.07 0.04 -0.05 0.000
H 3.6189 2.6587 -0.4035 -0.05 -0.02 -0.08 -0.002
H 4.0246 4.3613 -0.4085 0.07 0.09 -0.05 0.001
H 3.4046 5.6531 1.9106 -0.07 0.15 0.01 0.000
H 5.0518 5.2532 1.4523 0.04 -0.04 -0.07 0.000
H 4.5201 4.9128 3.0821 0.02 0.04 0.13 0.000
H 4.6491 1.5476 1.4799 0.00 -0.08 -0.05 0.002
H 5.1597 2.5063 2.8715 0.05 0.02 0.11 0.000
H 5.7923 2.8710 1.2687 0.11 0.03 -0.07 0.000
H -2.1665 -0.2906 4.9331 0.06 -0.13 0.26 0.000
H -4.5053 0.5491 3.8582 -0.18 0.01 0.06 0.000
H -3.1508 2.1206 -0.3528 -0.07 -0.02 0.01 -0.004
H -4.9031 1.9610 -0.4612 -0.17 0.04 -0.05 0.002
H -3.9328 0.5991 0.1096 -0.03 -0.01 -0.02 0.007
H -2.9103 3.9229 1.3822 0.02 0.05 -0.03 0.005
H -4.0500 3.9894 2.7289 -0.03 0.02 0.11 0.000
H -4.6224 4.2178 1.0823 -0.09 0.05 -0.07 0.000
H -5.8395 0.8031 1.9291 -0.07 -0.13 0.02 0.000
H -6.3050 2.4162 1.4057 0.01 0.03 -0.06 0.000
H -5.7759 2.1781 3.0546 -0.04 0.01 0.12 0.000
O -0.2868 3.1332 -1.4785 -0.09 0.56 -0.25 0.000
N -0.8730 1.9221 -1.8654 -0.83 0.75 -0.56 0.034
C -1.8279 2.0105 -2.7354 0.59 0.30 0.39 0.027
C -2.4329 0.9451 -3.4757 -0.47 -0.94 -0.34 0.012
C -3.1981 1.3081 -4.6002 0.31 0.12 0.32 0.013
C -3.6439 0.3568 -5.4942 -0.02 -0.19 -0.05 -0.004
C -3.3427 -0.9828 -5.2856 -0.06 0.21 0.05 0.007
C -2.6699 -1.3659 -4.1362 0.08 0.11 0.22 -0.003
C -2.2245 -0.4247 -3.2166 0.03 0.45 0.10 -0.042
P -1.5194 -1.0138 -1.6394 -0.02 -1.12 -0.78 0.128
C -2.9018 -1.9886 -0.9744 0.18 0.34 0.17 0.026
C -2.6825 -3.1708 -0.2693 0.07 0.06 -0.16 0.005
C -3.7580 -3.8695 0.2483 -0.01 -0.04 0.05 0.004
C -5.0475 -3.3868 0.0842 0.01 0.00 -0.04 -0.002
C -5.2675 -2.2169 -0.6257 -0.08 0.08 -0.03 0.001
C -4.2013 -1.5151 -1.1557 0.15 -0.08 -0.10 -0.005
C -0.2534 -2.1857 -2.2145 0.01 0.22 0.23 -0.068
C 1.0560 -1.7039 -2.1502 -0.66 0.07 0.14 0.009
C 2.1034 -2.4256 -2.6888 0.23 0.24 0.05 0.006
C 1.8408 -3.6561 -3.2795 -0.03 0.15 0.08 -0.003
C 0.5529 -4.1656 -3.2986 -0.06 -0.05 -0.03 0.005
C -0.4994 -3.4368 -2.7694 0.07 0.16 0.17 0.000
H -0.8327 3.9055 -1.7413 0.05 -0.46 0.07 0.007
H -2.1498 3.0096 -3.0373 0.18 0.00 0.09 -0.004
H -3.4145 2.3503 -4.7818 0.02 0.15 -0.04 0.000
H -4.2182 0.6538 -6.3572 -0.04 0.06 -0.09 0.000
H -3.6563 -1.7336 -5.9947 -0.06 -0.03 -0.07 0.000
H -2.5015 -2.4149 -3.9529 -0.04 -0.06 -0.01 0.002
H -1.6775 -3.5510 -0.1622 0.02 -0.06 0.07 0.000
H -3.5943 -4.7958 0.7768 0.04 -0.09 0.05 0.000
H -5.8860 -3.9329 0.4865 -0.07 -0.08 0.06 0.000
H -6.2714 -1.8533 -0.7810 -0.12 0.00 0.00 0.000
H -4.3775 -0.6213 -1.7380 -0.08 0.04 0.00 0.000
H 1.2383 -0.7332 -1.6088 0.68 -0.83 -0.78 0.043
H 3.1114 -2.0430 -2.6570 0.11 0.06 0.03 0.001
H 2.6512 -4.2204 -3.7130 0.09 -0.06 -0.03 0.000
H 0.3594 -5.1314 -3.7365 0.01 -0.14 -0.05 0.000
H -1.4968 -3.8498 -2.7635 -0.08 -0.06 -0.04 0.000
N 1.7626 1.5659 -2.1851 -0.58 0.26 0.40 0.049
C 2.9736 1.0602 -2.7998 0.44 -0.36 -0.11 -0.008
C 3.1388 1.2126 -4.1719 -0.14 0.03 0.24 -0.004
C 4.3270 0.8369 -4.7732 0.05 -0.01 0.01 0.000
C 5.3563 0.3175 -4.0059 0.01 -0.06 -0.01 0.000
C 5.1815 0.1395 -2.6424 0.02 -0.02 -0.10 0.001
C 3.9885 0.4969 -2.0367 -0.22 0.03 0.11 0.003
H 1.2074 1.9354 -2.9629 0.06 -0.04 0.45 0.021
H 2.0191 2.3734 -1.6039 -0.14 -0.19 -0.26 -0.011
H 2.3517 1.6575 -4.7651 -0.10 0.05 -0.10 0.000
H 4.4601 0.9760 -5.8348 -0.02 0.00 -0.09 0.000
H 6.2925 0.0531 -4.4702 0.10 -0.04 -0.05 0.000
H 5.9848 -0.2682 -2.0494 0.06 -0.07 0.09 0.000
H 3.8516 0.3409 -0.9755 0.05 0.06 0.04 0.000
```
Forces are in eV/Å.

Output
Energy: -3927.5117 Eh
Kohn-Sham gap (alpha / beta): 6.740 / 6.608 eV
Multiplicity: 3
Relative energy (zero: lowest compared OMol25 entry of this formula, charge and spin): 6.8 kcal per mole
Net charge: +3

2.
The following is a DFT calculation (ωB97M-V/def2-TZVPD) of a molecular structure, C52H51Cl3N2O2S2Sb2SiY.

Geometry as XYZ:
```
116
Properties=species:S:1:pos:R:3:forces:R:3:lowdin_charge:R:1
Y 0.1326 -0.4280 0.3038 -0.91 -0.75 0.29 1.017
C -0.0921 -4.5252 -2.3202 -0.02 0.04 0.06 -0.008
C 0.2085 -3.1092 -1.9209 0.09 0.23 0.09 -0.237
N 0.0013 -2.7051 -0.7091 -0.05 -0.40 -0.12 -0.086
N -0.4336 -3.7347 0.1526 0.24 0.52 -0.09 -0.088
C -1.2994 -3.3527 1.0210 -0.08 -0.10 0.03 -1.109
S -2.1408 -1.8360 1.1697 0.07 -0.17 0.00 0.487
S -1.6854 -4.6713 2.1832 0.02 0.03 -0.04 0.846
C -3.2758 -5.1226 1.4557 -0.38 0.07 0.18 -0.463
C -3.2131 -5.6558 0.0528 0.00 0.09 -0.04 -0.297
C -2.4533 -6.7721 -0.2786 0.05 -0.04 0.00 -0.057
C -2.4220 -7.2406 -1.5802 -0.04 -0.02 -0.04 -0.097
C -3.1473 -6.5962 -2.5764 0.00 -0.06 0.00 -0.115
C -3.8994 -5.4779 -2.2585 0.00 0.03 0.05 -0.094
C -3.9270 -5.0108 -0.9496 0.01 0.00 -0.05 -0.044
C 0.6982 -2.1600 -2.9415 -0.04 -0.23 0.05 -0.127
C 1.4762 -2.6160 -4.0135 0.02 0.04 -0.01 -0.060
C 1.9360 -1.7602 -4.9929 -0.04 -0.01 0.08 -0.104
C 1.5826 -0.4117 -4.9290 0.03 0.04 -0.06 -0.082
C 0.8068 0.0672 -3.8990 0.08 -0.17 0.00 -0.020
C 0.3764 -0.7870 -2.8654 -0.14 0.10 0.16 -0.370
O -0.3114 -0.3011 -1.8603 0.24 0.18 0.15 -0.381
H 0.3325 -5.2252 -1.6036 0.05 -0.01 0.03 0.087
H 0.2494 -4.7439 -3.3260 -0.02 -0.02 -0.02 0.065
H -1.1715 -4.6818 -2.2814 -0.02 0.03 0.01 0.073
H -3.9200 -4.2415 1.4774 0.01 -0.01 0.06 0.056
H -3.7088 -5.8555 2.1416 0.06 -0.03 -0.05 0.078
H -1.8620 -7.2591 0.4860 0.02 0.00 0.05 0.109
H -1.8228 -8.1078 -1.8239 0.03 -0.03 -0.01 0.099
H -3.1145 -6.9603 -3.5948 0.00 -0.01 -0.03 0.097
H -4.4563 -4.9572 -3.0261 -0.01 0.01 -0.03 0.100
H -4.4993 -4.1253 -0.7016 0.00 0.03 0.00 0.112
H 1.7551 -3.6598 -4.0569 0.02 -0.04 -0.02 0.100
H 2.5626 -2.1307 -5.7910 0.03 -0.01 -0.05 0.091
H 1.9325 0.2756 -5.6900 0.01 0.01 -0.02 0.101
H 0.5571 1.1157 -3.8275 -0.02 0.09 0.03 0.101
Cl 4.1051 -3.1984 6.3546 -0.06 0.05 -0.08 0.622
C 3.0469 -2.3624 5.2412 0.03 -0.04 0.00 -0.678
C 3.0540 -2.6961 3.8981 -0.06 0.09 0.12 -0.133
C 2.2028 -2.0111 3.0563 0.07 -0.10 -0.12 -0.547
Cl 2.1956 -2.4183 1.3633 0.12 0.05 0.00 0.781
C 1.3186 -0.9827 3.4489 0.05 -0.11 0.00 -0.506
O 0.5630 -0.3680 2.6085 -0.04 0.11 -0.39 -0.363
C 1.3651 -0.7116 4.8315 -0.13 0.17 0.23 -0.550
Cl 0.3118 0.5124 5.4955 0.11 -0.12 -0.16 0.727
C 2.2010 -1.3730 5.7093 0.07 -0.06 0.05 -0.151
H 3.7038 -3.4671 3.5139 0.03 -0.04 -0.02 0.105
H 2.1857 -1.1127 6.7575 0.01 0.00 0.02 0.099
C -2.5439 1.4330 3.9002 -0.11 -0.02 0.17 -0.333
Sb -1.3086 1.9575 2.2628 0.12 -0.11 -0.53 1.310
C 0.2376 3.0744 3.1831 0.02 0.10 0.17 -0.329
C -2.3427 3.8165 1.7303 -0.09 -0.01 0.03 -0.323
C -3.8039 3.7031 1.4467 0.11 -0.02 0.02 -0.285
C -4.6971 3.7433 2.5158 -0.07 -0.04 0.09 -0.080
C -6.0589 3.5684 2.3429 -0.03 0.00 0.02 -0.100
C -6.5588 3.3548 1.0673 -0.03 -0.01 -0.02 -0.100
C -5.6885 3.3523 -0.0095 -0.05 -0.01 0.05 -0.066
C -4.3158 3.5368 0.1490 0.05 0.04 -0.14 -0.290
C -3.4488 3.5729 -1.0687 -0.09 0.05 -0.04 -0.336
Sb -2.2299 1.7892 -1.3645 0.11 -0.09 0.31 1.327
C -3.8880 0.4530 -1.1442 -0.10 0.03 -0.06 -0.324
C -2.3145 1.8431 -3.4883 -0.01 0.06 -0.12 -0.316
H -2.3261 2.0718 4.7552 -0.03 0.00 0.05 0.002
H -2.3606 0.3933 4.1576 0.02 -0.02 0.01 -0.014
H -3.5848 1.5540 3.6034 -0.01 -0.02 -0.01 -0.008
H -0.1354 3.5031 4.1128 0.04 0.04 0.05 0.009
H 0.5212 3.8725 2.4989 0.03 0.05 -0.02 0.006
H 1.1037 2.4528 3.3781 0.08 -0.06 0.03 -0.027
H -1.7864 4.2467 0.8986 0.06 0.01 -0.05 0.040
H -2.1705 4.4422 2.6069 -0.03 0.08 0.00 0.060
H -4.3030 3.9089 3.5122 0.01 0.00 0.01 0.108
H -6.7214 3.5967 3.1986 -0.01 0.00 0.00 0.096
H -7.6195 3.2063 0.9076 0.00 0.00 0.01 0.095
H -6.0771 3.2153 -1.0115 -0.02 0.00 -0.03 0.106
H -2.7669 4.4234 -1.0465 0.06 0.04 0.01 0.048
H -4.0652 3.6656 -1.9635 -0.04 0.05 0.00 0.051
H -4.6850 0.7451 -1.8302 -0.02 -0.02 0.00 0.005
H -4.2627 0.4920 -0.1216 0.01 0.00 0.01 -0.001
H -3.5616 -0.5635 -1.3524 0.03 -0.03 -0.02 -0.019
H -3.3344 2.0778 -3.7894 -0.03 -0.01 -0.08 0.000
H -2.0256 0.8666 -3.8679 0.00 -0.08 -0.04 -0.002
H -1.6292 2.5877 -3.8879 0.03 0.06 -0.01 -0.004
C 1.5507 4.3312 -3.5022 -0.02 0.04 -0.03 -0.111
C 0.8195 4.2742 -2.3225 -0.01 0.02 -0.02 -0.110
C 1.1559 3.3454 -1.3504 -0.03 -0.01 0.12 -0.160
C 2.2182 2.4475 -1.5087 -0.06 0.10 0.03 -0.297
C 2.9442 2.5406 -2.6963 0.01 -0.04 -0.03 -0.099
C 2.6190 3.4657 -3.6806 -0.02 0.01 -0.01 -0.103
Si 2.5081 1.1194 -0.1647 0.39 0.46 -0.29 0.679
C 4.0509 0.2069 -0.8066 0.19 -0.03 0.07 -0.308
C 3.9379 -0.9746 -1.5393 -0.19 -0.08 -0.11 -0.121
C 5.0490 -1.6418 -2.0377 0.01 0.07 0.03 -0.093
C 6.3184 -1.1384 -1.7990 0.09 -0.05 -0.03 -0.110
C 6.4640 0.0342 -1.0710 -0.04 0.00 0.00 -0.099
C 5.3434 0.6941 -0.5863 0.00 -0.03 0.01 -0.098
C 3.1770 2.0984 1.3249 0.07 -0.09 0.06 -0.309
C 3.3239 3.4811 1.3946 -0.05 0.12 -0.06 -0.111
C 3.7752 4.1069 2.5511 0.01 0.03 0.01 -0.105
C 4.1016 3.3584 3.6698 0.01 -0.04 0.05 -0.106
C 3.9836 1.9742 3.6212 0.00 0.07 0.01 -0.088
C 3.5260 1.3660 2.4648 0.02 -0.03 0.01 -0.119
H 1.2900 5.0473 -4.2720 0.00 0.01 -0.01 0.092
H -0.0150 4.9483 -2.1663 -0.02 0.02 0.01 0.095
H 0.5687 3.3146 -0.4341 0.00 -0.03 -0.01 0.069
H 3.7725 1.8649 -2.8691 0.05 -0.05 0.01 0.097
H 3.2002 3.5062 -4.5933 0.02 0.00 -0.04 0.095
H 2.9534 -1.3883 -1.7509 0.04 0.04 0.04 0.076
H 4.9201 -2.5521 -2.6075 -0.01 -0.06 -0.04 0.095
H 7.1926 -1.6572 -2.1756 -0.02 0.00 0.00 0.092
H 7.4510 0.4358 -0.8791 0.04 0.01 0.00 0.094
H 5.4777 1.6065 -0.0177 -0.01 0.05 0.04 0.099
H 3.0765 4.0927 0.5337 -0.01 -0.01 -0.03 0.093
H 3.8711 5.1853 2.5771 0.00 0.04 -0.01 0.094
H 4.4472 3.8453 4.5730 0.01 0.02 0.02 0.093
H 4.2346 1.3710 4.4845 0.01 -0.02 0.04 0.101
H 3.4401 0.2868 2.4497 -0.01 -0.09 -0.02 0.086
```
Forces are in eV/Å.

Output
Energy: -5257.6135 Eh
Kohn-Sham gap: 7.173 eV
Relative energy (zero: lowest compared OMol25 entry of this formula, charge and spin): 11.7 kcal per mole
Net charge: -1

3.
The following is a DFT calculation (ωB97M-V/def2-TZVPD) of 3 unconnected molecules or ions with the total composition C5H16N2O.

Geometry as XYZ:
```
24
Properties=species:S:1:pos:R:3:forces:R:3:lowdin_charge:R:1
C 1.9014 -0.5054 0.1173 -0.31 0.55 0.60 -0.074
N 0.9078 0.5421 0.4066 -0.13 0.24 -0.68 -0.290
C 0.6895 1.3808 -0.8052 0.46 -0.29 0.23 -0.099
C -0.3163 0.0337 0.9559 0.70 -0.17 1.07 -0.223
C -1.0335 -1.1490 0.4169 -0.19 0.81 0.00 -0.376
N -1.3821 -0.9195 -0.9055 0.10 -0.23 -0.35 -0.079
C -2.2622 -1.9220 -1.4641 0.13 0.51 -0.09 -0.173
H 2.8486 0.0037 -0.0451 0.03 -0.09 -0.50 0.090
H 2.0649 -1.0877 1.0234 -0.22 -0.37 -0.12 0.089
H 1.5497 -1.0901 -0.7350 0.45 -0.32 0.00 0.090
H 0.2453 2.3136 -0.4580 -0.26 -0.10 -0.37 0.081
H 0.1215 0.8162 -1.5452 -0.29 0.33 0.03 0.067
H 1.6511 1.6395 -1.2525 0.07 -0.04 0.29 0.086
H -1.2461 0.7976 0.5602 -0.01 0.70 0.40 0.029
H -0.2877 0.0943 2.0396 -0.07 -0.19 0.28 0.127
H -0.2403 -1.8981 0.6362 0.03 -0.17 -0.46 0.154
H -1.8720 -1.4144 1.0764 -0.04 -0.19 0.13 0.127
H -1.8704 1.1284 0.0157 -0.06 -1.03 -0.84 0.231
H -2.9290 -2.3203 -0.6865 -0.25 -0.18 -0.36 0.068
H -1.7127 -2.7398 -1.9532 0.14 -0.08 0.38 0.073
H -2.7958 -1.4721 -2.3054 -0.34 0.01 0.29 0.069
H 1.9588 3.2491 2.1401 -0.21 -0.45 0.14 0.025
H 1.8013 1.8132 1.3769 -0.37 0.44 0.25 -0.003
O 2.2082 2.7062 1.3905 0.63 0.30 -0.31 -0.087
```
Forces are in eV/Å.

Output
Energy: -384.6163 Eh
Kohn-Sham gap: 6.737 eV
Relative energy (zero: lowest compared OMol25 entry of this formula, charge and spin): 151.7 kcal per mole